No. 1
The following is a DFT calculation (ωB97M-V with the def2-TZVPD basis set) of a single C4H7NS2 molecule at a distorted geometry.

Each line ends with the Mulliken charge.
Cartesian coordinates (Å):
S (-1.354, -1.991, 0.607)  -0.075
H (1.629, -0.448, 1.467)  0.308
H (2.533, 0.440, -0.042)  0.274
S (-2.192, 1.650, 0.270)  -0.108
H (-2.279, 0.625, -1.755)  0.401
C (-2.238, 0.052, -0.858)  -0.480
C (-0.432, 1.638, 0.751)  -0.082
H (-0.311, -2.704, 0.270)  0.110
N (-1.229, -0.819, -0.548)  -0.434
H (-3.214, -0.193, -0.499)  0.327
H (-0.437, 2.662, 1.316)  0.209
C (1.562, -0.101, 0.463)  -0.838
C (0.398, 0.734, 0.416)  0.206
H (1.280, -1.096, -0.087)  0.181

Relative energy (zero: lowest compared OMol25 entry of this formula, charge and spin)   522.2 kJ/mol
Gap between HOMO and LUMO (alpha / beta)   6.644 / 7.650 eV
Charge   0
Electronic energy   -27416.4333 eV
E_HOMO (alpha / beta)   -7.38 / -7.83 eV

No. 2
The following is a DFT calculation (ωB97M-V with the def2-TZVPD basis set) of 2 unconnected molecules or ions with the total composition C2H2O2S at a distorted geometry.

Each line ends with the Mulliken charge.
Cartesian coordinates (Å):
S (-1.512, 1.654, -0.058)  -0.194
O (-0.190, -0.938, 0.486)  -0.422
O (1.466, 0.094, -0.795)  -0.118
H (-0.105, -1.583, -0.237)  0.321
C (2.032, 0.083, 0.357)  -0.117
C (0.491, 0.197, 0.264)  0.377
H (-2.182, 0.493, -0.017)  0.153

Relative energy (zero: lowest compared OMol25 entry of this formula, charge and spin)   568.3 kJ/mol
Gap between HOMO and LUMO (alpha / beta)   7.904 / 7.902 eV
Charge   0
Electronic energy   -17030.1343 eV
E_HOMO (alpha / beta)   -9.60 / -9.60 eV

No. 3
The following is a DFT calculation (ωB97M-V with the def2-TZVPD basis set) of a molecular structure, C21H17FeNO8 at a distorted geometry.

Each line ends with the Mulliken charge.
Cartesian coordinates (Å):
O (6.501, -3.713, -2.314)  -0.802
H (0.234, 0.147, 0.266)  -0.624
H (-2.027, 4.894, 1.613)  0.376
O (7.390, -2.468, -0.726)  -0.804
H (0.082, 2.410, -0.936)  0.408
C (2.966, -0.485, -1.286)  0.491
O (-5.403, 3.320, -0.091)  -0.446
H (-1.510, 3.493, 3.671)  0.430
C (-0.491, 1.065, 0.602)  0.267
O (-0.998, -2.127, -0.998)  -0.243
C (4.071, -0.117, -0.498)  -0.379
H (-0.323, 0.149, -1.612)  0.565
C (5.307, -1.912, -1.520)  -0.136
O (1.838, 1.565, -1.577)  -0.686
O (-5.425, 0.715, 2.551)  -0.430
C (-1.342, 0.739, 1.650)  -0.244
H (-2.989, -3.596, -2.080)  0.289
H (-0.773, -3.912, 0.047)  0.297
C (-1.151, -3.566, -0.923)  -0.195
C (-4.697, 4.210, 3.167)  -0.002
C (-0.519, 2.296, -0.032)  0.175
C (-2.609, -3.906, -1.099)  -1.204
C (-1.809, 3.815, 1.516)  -0.043
C (-4.739, 1.653, 2.630)  0.271
C (3.039, -1.527, -2.219)  -0.112
H (-0.550, -4.019, -1.722)  0.292
C (0.286, -1.743, -0.795)  0.187
H (-2.710, -4.994, -1.029)  0.389
O (-5.669, 4.711, 3.570)  -0.439
N (6.461, -2.744, -1.522)  0.840
H (-3.225, -3.450, -0.315)  0.303
C (-4.620, 3.325, 0.772)  0.195
H (-1.529, -0.338, 1.775)  0.291
C (-1.301, 3.419, 0.264)  -1.166
O (1.149, -2.566, -0.534)  -0.631
C (5.244, -0.838, -0.607)  -0.713
C (4.222, -2.229, -2.368)  -0.780
C (-1.910, 1.601, 2.629)  -0.662
H (3.982, 0.709, 0.211)  0.386
H (4.314, -3.047, -3.080)  0.389
H (-1.430, 4.147, -0.552)  0.335
H (2.169, -1.786, -2.825)  0.327
H (6.112, -0.622, 0.012)  0.396
H (-2.295, 1.110, 3.541)  0.499
Fe (-3.775, 3.074, 2.259)  0.294
C (1.755, 0.364, -1.282)  0.416
C (0.424, -0.240, -0.903)  0.276
C (-1.728, 3.012, 2.704)  -0.642

Expectation value of S²   6.32
Relative energy (zero: lowest compared OMol25 entry of this formula, charge and spin)   1.0 kJ/mol
Gap between HOMO and LUMO (alpha / beta)   4.254 / 5.253 eV
2S+1   5
Charge   -2
Electronic energy   -74301.5514 eV
E_HOMO (alpha / beta)   0.10 / -1.36 eV